(1)
Formula: C34H66N8O7
Source: the OMol25 dataset
Level of theory: ωB97M-V/def2-TZVPD

Values from the calculation:
Gap between HOMO and LUMO, hartree: 0.319
Charge: 0
Spin multiplicity: 1
Strongest force on any atom, eV/A: 2.8
SMILES string: [H]/N=C\CN(CCN)C[C@H](CCO)O[C@](C/C(C)=N\[H])(Cc1ccccc1C)OCC.CN(C)C=O.CN(C)C=O.CN(C)C=O.CN(C)C=O

Structure (XYZ):
```
115
Properties=species:S:1:pos:R:3:mulliken_charge:R:1
C -0.46 4.27 -2.67 -1.01
C -0.56 3.98 -1.11 -0.01
O 0.77 3.67 -0.65 -0.52
C 0.88 2.42 0.04 0.07
C 2.45 2.19 0.25 -0.25
C 3.03 3.00 1.46 -0.05
C 3.78 2.16 2.57 -0.94
N 2.92 4.26 1.65 -0.75
C 0.08 2.51 1.39 -1.18
C 0.38 1.38 2.41 0.70
C 0.93 0.07 2.10 -0.33
C 1.23 -0.96 3.11 -0.89
C 0.97 -0.68 4.53 -0.83
C 0.38 0.63 4.86 -0.61
C 0.08 1.64 3.84 0.98
C -0.54 2.98 4.35 -1.51
O 0.36 1.29 -0.66 -0.24
C 0.99 1.04 -1.93 0.60
C 1.84 -0.31 -1.86 -0.22
C 3.04 -0.33 -2.89 -0.60
O 4.26 -0.44 -2.11 -0.61
C -0.20 0.71 -2.98 -1.80
N -1.34 0.11 -2.26 1.22
C -2.55 0.94 -2.48 -0.80
C -3.68 0.63 -1.42 -0.44
N -3.41 0.83 -0.19 -0.74
C -1.68 -1.25 -2.76 -0.87
C -2.03 -2.27 -1.58 -0.32
N -3.50 -2.50 -1.49 -0.42
H 0.50 3.79 -3.01 0.22
H -1.27 3.79 -3.27 0.29
H -0.33 5.36 -2.88 0.31
H -0.83 4.97 -0.64 0.52
H -1.33 3.21 -0.85 0.06
H 2.71 1.12 0.38 0.10
H 2.93 2.60 -0.69 0.63
H 3.46 2.46 3.60 0.20
H 3.49 1.08 2.47 0.18
H 4.89 2.22 2.43 0.36
H 2.41 4.65 0.84 0.34
H -1.01 2.42 1.14 0.76
H 0.22 3.54 1.79 0.23
H 1.19 -0.19 1.05 0.18
H 1.68 -1.92 2.77 0.55
H 1.22 -1.45 5.30 0.46
H 0.16 0.86 5.93 0.36
H -0.01 3.37 5.26 0.44
H -1.60 2.79 4.66 0.36
H -0.56 3.79 3.59 0.16
H 1.57 1.90 -2.35 0.70
H 1.14 -1.14 -2.17 0.33
H 2.17 -0.57 -0.83 0.20
H 2.94 -1.22 -3.56 0.35
H 3.00 0.62 -3.48 0.15
H 4.45 0.46 -1.81 0.34
H -0.52 1.62 -3.56 0.20
H 0.27 0.02 -3.73 0.33
H -2.93 0.87 -3.55 0.47
H -2.27 2.01 -2.33 0.31
H -4.71 0.29 -1.69 0.38
H -2.44 1.16 -0.09 0.42
H -2.61 -1.25 -3.42 0.34
H -0.88 -1.74 -3.37 0.34
H -1.59 -1.96 -0.61 -0.01
H -1.60 -3.28 -1.88 0.38
H -3.72 -3.50 -1.57 0.21
H -3.83 -2.20 -0.57 0.28
C -4.59 -6.31 -2.14 0.09
O -4.35 -5.11 -2.12 -0.65
N -4.41 -7.15 -1.10 0.16
C -4.71 -8.56 -1.19 -0.91
C -3.91 -6.61 0.16 -0.96
H -4.97 -6.81 -3.04 0.24
H -5.47 -8.82 -0.45 0.32
H -3.80 -9.13 -0.98 0.33
H -5.08 -8.82 -2.18 0.30
H -4.59 -5.84 0.52 0.27
H -2.93 -6.16 -0.01 0.25
H -3.82 -7.40 0.90 0.45
C -2.98 -5.16 3.77 0.09
O -3.13 -5.94 2.84 -0.56
N -2.02 -4.21 3.84 0.15
C -1.89 -3.31 4.96 -0.84
C -1.08 -4.06 2.75 -0.45
H -3.64 -5.18 4.65 0.26
H -2.00 -2.28 4.61 0.32
H -0.90 -3.44 5.40 0.28
H -2.65 -3.52 5.72 0.29
H -1.63 -3.85 1.83 0.22
H -0.53 -5.00 2.62 0.31
H -0.38 -3.26 2.96 -0.06
C 2.52 -1.28 -6.94 0.11
O 1.89 -1.73 -6.00 -0.59
N 3.82 -1.57 -7.20 0.13
C 4.52 -0.99 -8.33 -0.94
C 4.53 -2.48 -6.33 -0.84
H 2.08 -0.58 -7.66 0.31
H 4.87 -1.79 -8.99 0.34
H 5.38 -0.42 -7.97 0.34
H 3.86 -0.33 -8.90 0.30
H 4.02 -3.45 -6.32 0.30
H 4.53 -2.08 -5.31 0.20
H 5.56 -2.61 -6.67 0.38
C -0.31 6.56 5.39 0.05
O -0.60 5.61 6.09 -0.57
N 0.95 6.87 4.99 0.17
C 1.23 8.02 4.16 -0.94
C 2.05 6.03 5.41 -0.75
H -1.07 7.27 5.02 0.32
H 1.69 7.69 3.23 0.32
H 1.91 8.69 4.68 0.34
H 0.31 8.56 3.92 0.30
H 1.88 5.01 5.05 0.06
H 2.09 6.01 6.50 0.32
H 2.99 6.40 5.01 0.37
```

(2)
Formula: C6H12
Source: the OMol25 dataset
Level of theory: ωB97M-V/def2-TZVPD

Values from the calculation:
Gap between HOMO and LUMO, hartree: 0.421
Energy above the lowest of the compared OMol25 structures with the same formula, charge and spin, kcal per mole: 28.17
Charge: 0
Spin multiplicity: 1
Strongest force on any atom, eV/A: 0.3
SMILES string: CCCC1CC1

Structure (XYZ):
```
18
Properties=species:S:1:pos:R:3:mulliken_charge:R:1
C 1.43 -0.83 -1.32 -1.03
C 1.67 0.01 -0.06 -0.38
C 0.58 -0.16 1.01 -0.91
C -0.71 0.62 0.77 0.14
C -2.05 -0.05 0.77 -0.68
C -1.52 0.55 -0.50 -0.51
H 0.45 -0.62 -1.75 0.21
H 1.46 -1.90 -1.09 0.28
H 2.17 -0.62 -2.09 0.34
H 2.64 -0.29 0.37 0.33
H 1.76 1.07 -0.32 0.29
H 0.99 0.16 1.98 0.32
H 0.37 -1.23 1.13 0.28
H -0.70 1.61 1.23 0.37
H -2.07 -1.13 0.85 0.24
H -2.89 0.44 1.24 0.27
H -1.97 1.47 -0.86 0.24
H -1.23 -0.13 -1.30 0.19
```

(3)
Formula: C36H59AuN6P
Source: the OMol25 dataset
Level of theory: ωB97M-V/def2-TZVPD

Values from the calculation:
Gap between HOMO and LUMO, hartree: 0.269
Energy above the lowest of the compared OMol25 structures with the same formula, charge and spin, kcal per mole: 0.00
Charge: +3
Spin multiplicity: 1
Strongest force on any atom, eV/A: 0.6

Structure (XYZ):
```
103
Properties=species:S:1:pos:R:3:mulliken_charge:R:1
Au 0.82 0.10 0.98 3.12
C 3.37 -1.36 4.18 -0.86
C 3.30 -0.42 5.19 -0.65
C 2.48 0.68 5.04 -0.92
C 1.74 0.85 3.87 0.62
N 1.82 -0.08 2.90 -0.02
C 2.61 -1.15 3.05 -0.24
C 0.85 2.02 3.66 0.80
C 0.65 2.98 4.65 -0.87
C -0.24 4.01 4.42 -0.88
C -0.92 4.06 3.22 -1.14
C -0.66 3.08 2.28 0.09
N 0.21 2.09 2.48 0.40
H 4.00 -2.24 4.25 0.51
H 3.88 -0.54 6.10 0.48
H 2.43 1.42 5.82 0.52
H 2.62 -1.86 2.23 0.36
H 1.17 2.92 5.59 0.47
H -0.41 4.76 5.19 0.46
H -1.64 4.84 3.01 0.52
H -1.17 3.09 1.33 0.17
C -2.07 -0.05 2.63 -1.05
N -1.99 -1.50 2.71 0.34
C -2.68 -2.08 3.87 -1.22
C -1.16 -2.21 1.95 0.18
N -0.09 -1.70 1.31 0.37
N -1.35 -3.54 1.85 0.23
C -0.27 -4.45 1.49 -1.02
C -2.69 -4.13 1.75 -1.23
H -3.06 0.26 2.99 0.66
H -1.96 0.29 1.61 -0.48
H -1.32 0.43 3.26 0.54
H -2.49 -1.42 4.73 0.42
H -2.28 -3.06 4.10 0.41
H -3.75 -2.14 3.71 0.39
H 0.25 -2.35 0.62 -0.79
H -0.19 -4.58 0.40 0.33
H -0.49 -5.43 1.91 0.38
H 0.68 -4.11 1.90 0.33
H -3.45 -3.35 1.77 0.40
H -2.88 -4.83 2.57 0.37
H -2.77 -4.66 0.81 0.40
C -4.37 -0.69 -2.02 -0.81
C -3.53 -1.95 -1.75 -1.05
C -2.23 -1.62 -1.01 -0.44
C -1.70 -0.28 -1.53 0.84
C -2.63 0.87 -1.07 -0.07
C -4.08 0.38 -0.97 -0.87
P 0.07 0.10 -1.27 -2.91
C 1.18 -1.04 -2.18 0.79
C 1.53 -2.37 -1.48 0.19
C 2.25 -3.28 -2.47 -1.02
C 1.26 -3.76 -3.55 -0.96
C 0.16 -2.72 -3.81 -0.27
C 0.70 -1.30 -3.64 -1.01
C 0.42 1.76 -1.99 1.56
C -0.18 1.97 -3.41 -0.89
C -0.35 3.46 -3.71 -0.91
C 0.80 4.27 -3.14 -0.69
C 0.79 4.21 -1.60 -1.33
C 0.09 2.95 -1.08 -0.12
H -5.43 -0.93 -2.04 0.54
H -4.14 -0.28 -3.01 0.36
H -3.30 -2.45 -2.70 0.28
H -4.11 -2.66 -1.16 0.57
H -1.51 -2.44 -1.13 0.26
H -2.44 -1.52 0.05 -0.38
H -1.74 -0.33 -2.63 1.58
H -2.56 1.69 -1.77 0.55
H -2.30 1.26 -0.10 -0.72
H -4.75 1.23 -1.10 0.55
H -4.28 -0.02 0.02 0.27
H 2.10 -0.45 -2.23 0.68
H 0.62 -2.88 -1.15 -0.31
H 2.16 -2.17 -0.60 0.08
H 2.70 -4.13 -1.95 0.44
H 3.08 -2.73 -2.92 0.39
H 0.81 -4.70 -3.24 0.38
H 1.81 -3.97 -4.47 0.40
H -0.69 -2.88 -3.13 -0.34
H -0.23 -2.84 -4.81 0.62
H -0.04 -0.57 -3.96 0.44
H 1.55 -1.16 -4.30 0.57
H 1.51 1.73 -2.10 0.18
H -1.14 1.47 -3.53 0.12
H 0.50 1.53 -4.14 0.44
H -1.30 3.83 -3.30 0.31
H -0.42 3.59 -4.79 0.56
H 0.75 5.31 -3.48 0.58
H 1.74 3.87 -3.54 0.23
H 0.28 5.09 -1.20 0.47
H 1.81 4.25 -1.21 0.28
H -0.99 3.11 -1.07 0.53
H 0.39 2.77 -0.05 -0.65
C 4.54 2.84 -1.95 -0.97
C 4.54 2.57 -0.44 -0.67
C 3.34 1.88 0.02 0.32
N 2.41 1.34 0.41 -0.49
H 5.46 3.35 -2.21 0.42
H 3.70 3.47 -2.25 0.12
H 4.50 1.90 -2.52 0.34
H 4.62 3.49 0.14 0.31
H 5.39 1.94 -0.16 0.44
```

(4)
Formula: C26H25Br2NP2Pd
Source: the OMol25 dataset
Level of theory: ωB97M-V/def2-TZVPD

Values from the calculation:
Gap between HOMO and LUMO, hartree: 0.256
Energy above the lowest of the compared OMol25 structures with the same formula, charge and spin, kcal per mole: 0.00
Charge: 0
Spin multiplicity: 1
Strongest force on any atom, eV/A: 0.4

Structure (XYZ):
```
57
Properties=species:S:1:pos:R:3:mulliken_charge:R:1
Pd -0.65 -1.84 -1.25 -0.37
Br -2.97 -3.23 -2.56 -0.09
C -1.77 -3.98 -3.87 -0.53
Br -0.36 -2.75 -4.32 -0.10
H -2.34 -4.21 -4.76 0.36
H -1.33 -4.86 -3.43 0.33
C 0.96 2.16 -1.35 -1.33
N 0.64 0.99 -0.52 0.60
P 1.80 -0.29 -0.87 -0.11
C 3.23 0.34 0.11 0.50
C 4.48 -0.18 -0.20 -0.63
C 5.60 0.20 0.53 -0.57
C 5.48 1.11 1.56 -0.45
C 4.24 1.65 1.87 -0.81
C 3.12 1.26 1.15 0.37
C 1.23 -1.65 0.23 0.20
C 1.15 -2.95 -0.33 -0.59
C 0.74 -4.02 0.47 -0.47
C 0.45 -3.83 1.81 -0.73
C 0.60 -2.57 2.38 -0.59
C 1.00 -1.50 1.61 -0.26
P -0.97 0.31 -0.62 0.66
C -1.52 0.45 1.12 1.12
C -1.01 1.41 2.00 -0.16
C -1.45 1.44 3.32 -0.82
C -2.40 0.53 3.76 -0.58
C -2.90 -0.43 2.89 -0.65
C -2.45 -0.47 1.58 -0.77
C -2.00 1.57 -1.43 0.47
C -2.61 1.19 -2.62 -0.47
C -3.46 2.06 -3.29 -0.56
C -3.70 3.32 -2.77 -0.47
C -3.10 3.71 -1.58 -0.77
C -2.26 2.84 -0.91 -0.23
H 2.01 2.41 -1.20 0.48
H 0.36 3.01 -1.06 0.32
H 0.80 1.97 -2.42 0.34
H 4.58 -0.89 -1.01 0.38
H 6.57 -0.22 0.28 0.39
H 6.36 1.42 2.12 0.37
H 4.15 2.37 2.67 0.41
H 2.15 1.68 1.39 0.14
H 1.52 -3.13 -1.33 0.50
H 0.67 -5.01 0.03 0.44
H 0.13 -4.67 2.42 0.40
H 0.41 -2.43 3.43 0.43
H 1.11 -0.52 2.06 0.33
H -0.25 2.10 1.66 0.25
H -1.05 2.18 4.00 0.41
H -2.73 0.55 4.79 0.39
H -3.62 -1.16 3.24 0.42
H -2.80 -1.24 0.90 0.34
H -2.42 0.20 -3.02 0.23
H -3.94 1.74 -4.21 0.41
H -4.37 4.00 -3.29 0.38
H -3.29 4.69 -1.17 0.41
H -1.81 3.15 0.03 0.34
```

(5)
Formula: C23H27ClLuN3O4
Source: the OMol25 dataset
Level of theory: ωB97M-V/def2-TZVPD

Values from the calculation:
Gap between HOMO and LUMO, hartree: 0.295
Energy above the lowest of the compared OMol25 structures with the same formula, charge and spin, kcal per mole: 31.48
Charge: +2
Spin multiplicity: 1
Strongest force on any atom, eV/A: 3.8

Structure (XYZ):
```
59
Properties=species:S:1:pos:R:3:mulliken_charge:R:1
Lu 0.22 -0.34 -0.03 2.11
C 1.86 -0.89 2.89 -0.64
C 2.29 0.55 2.75 -0.51
O 1.27 1.19 1.92 -0.13
C 1.64 2.50 1.42 -0.50
C 0.72 2.75 0.24 -0.82
O 0.83 1.73 -0.78 -0.38
C 2.05 1.86 -1.54 -0.64
C 3.12 0.90 -1.08 -0.69
O 2.50 -0.39 -0.79 -0.13
C 3.45 -1.20 0.00 -0.46
C 2.71 -2.15 0.93 -0.87
O 1.57 -1.47 1.58 -0.34
H 0.91 -1.03 3.45 0.25
H 2.63 -1.53 3.37 0.53
H 3.25 0.65 2.21 0.32
H 2.36 1.01 3.75 0.45
H 2.72 2.48 1.14 0.30
H 1.49 3.27 2.21 0.50
H 0.91 3.70 -0.26 0.51
H -0.34 2.74 0.53 0.36
H 2.39 2.91 -1.47 0.58
H 1.79 1.68 -2.60 0.32
H 3.64 1.20 -0.14 0.34
H 3.92 0.75 -1.84 0.48
H 4.06 -0.46 0.53 0.39
H 4.10 -1.76 -0.71 0.48
H 3.38 -2.57 1.72 0.48
H 2.24 -2.98 0.39 0.24
C 0.53 -0.23 -4.81 -0.80
C -0.80 -0.13 -5.24 -0.61
C -1.78 -0.28 -4.29 -0.88
C -1.44 -0.41 -2.93 0.31
N -0.14 -0.34 -2.52 0.50
C 0.79 -0.43 -3.47 -0.56
C -2.40 -0.74 -1.94 1.05
C -3.59 -1.42 -2.26 -0.97
C -4.48 -1.84 -1.27 -0.92
C -4.19 -1.45 0.03 -0.79
C -3.02 -0.73 0.34 0.80
N -2.08 -0.48 -0.62 -0.12
C -2.74 -0.24 1.66 0.69
C -3.79 -0.18 2.63 -0.97
C -3.50 0.21 3.93 -0.59
C -2.21 0.69 4.17 -1.02
C -1.24 0.67 3.19 -0.51
N -1.47 0.17 1.96 0.34
H 1.33 -0.19 -5.55 0.44
H -1.02 0.04 -6.28 0.48
H -2.83 -0.25 -4.57 0.47
H 1.81 -0.70 -3.15 0.52
H -3.81 -1.66 -3.30 0.37
H -5.38 -2.42 -1.51 0.48
H -4.86 -1.71 0.84 0.33
H -4.79 -0.46 2.36 0.41
H -4.22 0.16 4.73 0.48
H -1.93 1.00 5.17 0.43
H -0.25 1.10 3.42 0.56
Cl -0.15 -2.88 -0.50 -0.45
```